[1]
A molecular structure, C29H37Cl2MgNO2P2S5, computed with ωB97M-V/def2-TZVPD.

Calculated values
Relative energy (zero: lowest compared OMol25 entry of this formula, charge and spin): 0.0 kJ/mol
Frontier orbital gap: 5.593 eV
E: -5126.903848 Eh
Net charge: -2

Geometry (Å):
Mg (-0.07, -0.64, -1.89)
C (-1.69, 1.92, 2.87)
C (-0.35, 1.87, 2.14)
C (0.69, 2.74, 2.84)
P (-0.61, 2.04, 0.29)
C (-1.33, 3.74, -0.02)
C (-2.85, 3.61, -0.17)
C (-0.99, 4.90, 0.91)
C (1.13, 2.25, -0.26)
C (1.73, 3.45, -0.64)
C (3.04, 3.48, -1.11)
C (3.76, 2.29, -1.22)
C (3.16, 1.09, -0.87)
C (1.85, 1.06, -0.40)
N (1.19, -0.16, -0.15)
C (1.56, -0.88, 0.93)
C (2.55, -0.44, 1.87)
C (2.86, -1.17, 2.99)
C (2.21, -2.37, 3.29)
C (1.24, -2.82, 2.40)
C (0.91, -2.12, 1.24)
P (-0.44, -2.58, 0.14)
C (-0.04, -4.24, -0.57)
C (0.17, -5.39, 0.41)
C (1.17, -4.08, -1.49)
C (-1.82, -2.93, 1.34)
C (-3.04, -3.49, 0.61)
C (-2.16, -1.63, 2.07)
H (-1.58, 1.58, 3.91)
H (-2.44, 1.28, 2.39)
H (-2.09, 2.94, 2.91)
H (0.01, 0.84, 2.19)
H (0.35, 3.77, 2.97)
H (1.63, 2.77, 2.28)
H (0.90, 2.34, 3.84)
H (-0.94, 3.96, -1.02)
H (-3.31, 3.30, 0.77)
H (-3.10, 2.86, -0.93)
H (-3.29, 4.56, -0.47)
H (-1.46, 4.77, 1.89)
H (-1.38, 5.84, 0.49)
H (0.08, 5.02, 1.07)
H (1.18, 4.38, -0.60)
H (3.47, 4.41, -1.44)
H (4.76, 2.30, -1.62)
H (3.68, 0.15, -1.01)
H (3.06, 0.49, 1.68)
H (3.61, -0.78, 3.67)
H (2.45, -2.94, 4.18)
H (0.71, -3.73, 2.63)
H (-0.91, -4.46, -1.21)
H (1.07, -5.24, 0.99)
H (0.28, -6.33, -0.14)
H (-0.67, -5.50, 1.10)
H (2.03, -3.67, -0.95)
H (0.94, -3.41, -2.32)
H (1.46, -5.05, -1.91)
H (-1.47, -3.66, 2.07)
H (-3.41, -2.78, -0.13)
H (-3.85, -3.68, 1.33)
H (-2.82, -4.42, 0.09)
H (-2.46, -0.86, 1.36)
H (-1.31, -1.26, 2.64)
H (-2.99, -1.80, 2.76)
S (4.13, 4.04, -5.55)
C (3.08, 2.91, -4.89)
S (1.50, 3.26, -4.36)
C (1.03, 1.67, -3.79)
C (1.98, 0.71, -3.93)
S (1.89, -0.97, -3.48)
S (3.48, 1.26, -4.64)
S (-0.57, 1.51, -3.11)
Cl (-3.36, -0.11, -1.46)
C (-3.70, -1.37, -2.67)
Cl (-4.06, -0.63, -4.25)
C (-2.54, -2.39, -2.81)
O (-2.91, -3.55, -2.99)
O (-1.37, -1.93, -2.74)
H (-4.60, -1.88, -2.35)

Löwdin atomic charge list, values in e, 5 entries:
1 Mg 0.241
2 C -0.138
3 C -0.539
4 C -0.114
5 P 1.076

=====

[2]
A molecular structure, C29H37Cl44F3NOPSi2, computed with ωB97M-V/def2-TZVPD.

Calculated values
Frontier orbital gap: 7.440 eV
E: -22725.383312 Eh

Geometry (Å):
C (-0.78, -1.51, 1.32)
C (-0.83, -1.58, -0.02)
C (-0.57, -0.46, -0.99)
Si (-2.15, 0.23, -1.76)
C (-1.68, 1.37, -3.20)
C (-0.19, 1.38, -3.56)
C (0.64, 2.23, -2.57)
C (2.02, 1.60, -2.27)
O (-2.99, 1.02, -0.54)
Si (-4.58, 1.42, -0.67)
C (-5.81, 0.18, 0.03)
C (-5.21, -0.84, 1.00)
C (-4.51, -2.07, 0.39)
C (-4.96, -2.43, -1.03)
C (-4.71, -3.31, 1.29)
C (-3.65, -4.38, 0.95)
C (-4.27, -5.59, 0.29)
C (-4.12, -5.95, -1.03)
C (-2.79, -6.36, -1.60)
C (-5.25, -5.93, -2.02)
P (-4.79, 3.32, 0.56)
N (-3.45, 3.55, 1.38)
C (-5.20, 1.90, -2.43)
F (-4.49, 2.89, -3.05)
F (-6.46, 2.44, -2.22)
F (-5.39, 0.87, -3.30)
H (-0.68, -2.40, 1.92)
H (-0.86, -0.56, 1.86)
H (-1.06, -2.55, -0.46)
H (0.10, -0.85, -1.75)
H (-0.11, 0.36, -0.43)
H (-2.85, -0.94, -2.34)
H (-1.91, 2.39, -2.86)
H (-2.32, 1.20, -4.06)
H (-0.10, 1.89, -4.52)
H (0.25, 0.39, -3.72)
H (0.84, 3.22, -2.98)
H (0.13, 2.30, -1.61)
H (2.80, 1.98, -2.93)
H (1.98, 0.51, -2.26)
H (2.33, 1.89, -1.26)
H (-6.37, -0.26, -0.79)
H (-6.54, 0.78, 0.59)
H (-4.50, -0.33, 1.67)
H (-6.00, -1.20, 1.67)
H (-3.44, -1.88, 0.39)
H (-4.22, -3.10, -1.47)
H (-5.94, -2.90, -0.99)
H (-5.03, -1.58, -1.71)
H (-5.71, -3.70, 1.08)
H (-4.59, -2.99, 2.33)
H (-2.92, -3.98, 0.24)
H (-3.07, -4.64, 1.85)
H (-4.92, -6.22, 0.91)
H (-2.64, -5.97, -2.62)
H (-2.78, -7.45, -1.70)
H (-1.96, -6.03, -0.98)
H (-5.11, -5.06, -2.66)
H (-5.26, -6.80, -2.69)
H (-6.21, -5.80, -1.52)
H (-4.97, 4.39, -0.36)
H (-5.97, 3.23, 1.34)
H (-3.65, 3.58, 2.38)
C (1.42, 4.21, 1.37)
Cl (0.47, 2.71, 1.37)
Cl (0.92, 5.22, 0.00)
Cl (1.15, 5.06, 2.89)
Cl (3.14, 3.83, 1.21)
C (2.62, 4.70, -5.65)
Cl (1.75, 3.42, -6.50)
Cl (4.28, 4.18, -5.34)
Cl (2.64, 6.16, -6.65)
Cl (1.83, 5.03, -4.12)
C (-9.42, 4.15, -3.65)
Cl (-10.43, 4.81, -4.94)
Cl (-9.85, 2.46, -3.37)
Cl (-7.72, 4.24, -4.13)
Cl (-9.67, 5.07, -2.17)
C (6.47, 2.79, 3.80)
Cl (5.29, 4.08, 4.05)
Cl (6.50, 2.30, 2.09)
Cl (8.07, 3.36, 4.27)
Cl (6.01, 1.40, 4.79)
C (0.59, -7.28, 0.83)
Cl (-0.53, -8.64, 0.68)
Cl (1.65, -7.24, -0.59)
Cl (-0.32, -5.77, 0.92)
Cl (1.56, -7.47, 2.29)
C (2.09, 9.42, 1.34)
Cl (2.45, 7.71, 1.08)
Cl (2.71, 10.37, -0.01)
Cl (0.34, 9.63, 1.46)
Cl (2.85, 9.96, 2.84)
C (7.80, 2.62, -2.10)
Cl (9.43, 2.81, -2.76)
Cl (7.46, 0.92, -1.83)
Cl (7.71, 3.49, -0.56)
Cl (6.63, 3.28, -3.27)
C (3.66, -1.59, 5.95)
Cl (4.86, -2.67, 5.24)
Cl (4.47, -0.27, 6.79)
Cl (2.63, -0.93, 4.67)
Cl (2.66, -2.49, 7.10)
C (0.56, -7.83, 6.65)
Cl (-0.38, -9.27, 7.08)
Cl (-0.06, -7.15, 5.15)
Cl (0.43, -6.64, 7.95)
Cl (2.25, -8.28, 6.43)
C (13.29, 4.32, -0.97)
Cl (13.97, 3.72, -2.49)
Cl (11.53, 4.14, -1.01)
Cl (13.94, 3.39, 0.38)
Cl (13.70, 6.03, -0.77)
C (8.82, -2.39, 3.53)
Cl (7.76, -3.68, 2.92)
Cl (10.06, -2.03, 2.32)
Cl (7.85, -0.95, 3.84)
Cl (9.59, -2.93, 5.03)

Löwdin atomic charge list, values in e, 5 entries:
1 C 0.002
2 C -0.250
3 C -0.247
4 Si 0.564
5 C -0.259